Run i
Entry from the OMol25 dataset: the molecule C4H7NOS (ωB97M-V with the def2-TZVPD basis set).

Calculated values
**Lowest unoccupied orbital energy**: 0.613 eV
**HOMO-LUMO gap**: 8.78 eV

Structure (ORCA input):
```
! RIJCOSX wB97M-V def2-TZVPD def2/J DEFGRID3
* xyz 0 1
S -2.771 1.894 -1.077
C -1.314 1.083 -1.378
N -0.191 0.738 -0.597
C 0.768 -0.321 -0.751
C 0.675 -1.070 0.575
C 0.236 -0.042 1.483
O -0.499 0.913 0.772
H -1.280 0.762 -2.420
H 0.481 -0.911 -1.554
H 1.731 0.204 -0.843
H -0.126 -1.789 0.594
H 1.735 -1.575 0.847
H -0.410 -0.433 2.321
H 0.963 0.547 2.029
*
```

Run ii
Entry from the OMol25 dataset: the molecule C4H7NOS (ωB97M-V with the def2-TZVPD basis set).

Calculated values
**Lowest unoccupied orbital energy**: 0.718 eV
**HOMO-LUMO gap**: 9.41 eV

Structure (ORCA input):
```
! RIJCOSX wB97M-V def2-TZVPD def2/J DEFGRID3
* xyz 0 1
C 1.158 0.931 -0.758
C 0.263 0.708 0.464
N -1.181 0.815 0.240
C -1.431 -0.536 0.259
S -2.690 -1.447 -0.076
C 0.008 -0.849 0.698
O 0.682 -1.750 -0.128
H 1.166 1.965 -1.135
H 2.204 0.681 -0.512
H 0.949 0.223 -1.573
H 0.541 1.244 1.401
H -1.754 1.565 -0.089
H 0.045 -1.156 1.753
H 0.039 -2.394 -0.545
*
```

Run iii
Entry from the OMol25 dataset: the molecule C4H7NOS (ωB97M-V with the def2-TZVPD basis set).

Calculated values
**Lowest unoccupied orbital energy**: 0.918 eV
**HOMO-LUMO gap**: 9.42 eV

Structure (ORCA input):
```
! RIJCOSX wB97M-V def2-TZVPD def2/J DEFGRID3
* xyz 0 1
C -0.458 1.516 0.116
N -1.650 1.099 0.216
S -2.096 -0.402 -0.488
C -0.844 -1.455 0.332
O 0.395 -1.460 -0.379
C 1.239 -0.376 0.022
C 0.662 0.850 -0.674
H -0.310 2.379 0.782
H -0.777 -1.038 1.360
H -1.324 -2.451 0.276
H 1.142 -0.294 1.126
H 2.262 -0.664 -0.231
H 1.443 1.645 -0.805
H 0.315 0.651 -1.651
*
```

Most stable: run ii (next structure +82.0 kJ/mol)

Run i
Entry from the OMol25 dataset: the molecule C4H7NOS (ωB97M-V with the def2-TZVPD basis set).

Calculated values
**Lowest unoccupied orbital energy**: 0.337 eV
**HOMO-LUMO gap**: 8.23 eV

Structure (ORCA input):
```
! RIJCOSX wB97M-V def2-TZVPD def2/J DEFGRID3
* xyz 0 1
C 1.053 -0.942 -2.010
N 0.493 -0.451 -0.631
C 0.150 0.808 -0.341
C -0.694 1.213 0.686
C -0.837 0.447 1.944
O -0.749 -0.884 1.817
S -1.169 1.256 3.393
H 2.097 -1.069 -1.862
H 0.514 -1.811 -2.461
H 0.834 0.010 -2.814
H -0.045 -1.263 -0.195
H 0.383 1.756 -1.086
H -1.043 2.236 0.964
H -0.988 -1.305 2.595
*
```

Run ii
Entry from the OMol25 dataset: the molecule C4H7NOS (ωB97M-V with the def2-TZVPD basis set).

Calculated values
**Lowest unoccupied orbital energy**: 0.581 eV
**HOMO-LUMO gap**: 9.43 eV

Structure (ORCA input):
```
! RIJCOSX wB97M-V def2-TZVPD def2/J DEFGRID3
* xyz 0 1
C -0.232 2.082 -0.226
C 0.477 1.186 0.471
C 0.401 -0.269 0.082
C 1.719 -0.953 0.223
O 2.780 -0.162 -0.309
N -0.642 -0.972 -0.039
S -2.274 -0.493 -0.067
H -0.179 3.201 -0.064
H -0.954 1.746 -0.953
H 1.201 1.401 1.242
H 2.072 -1.068 1.259
H 1.731 -1.959 -0.191
H 2.796 -0.339 -1.259
H -2.218 0.724 0.488
*
```

Most stable: run ii (next structure +9.9 kJ/mol)

Run i
Entry from the OMol25 dataset: the molecule C4H7NOS (ωB97M-V with the def2-TZVPD basis set).

Calculated values
**Lowest unoccupied orbital energy**: 0.770 eV
**HOMO-LUMO gap**: 9.73 eV

Structure (ORCA input):
```
! RIJCOSX wB97M-V def2-TZVPD def2/J DEFGRID3
* xyz 0 1
C -1.614 1.869 0.174
N -1.137 1.111 -0.965
C -0.351 0.000 -0.952
O 0.083 -0.411 -1.993
C -0.180 -0.665 0.427
C 0.921 -1.722 0.454
S 1.266 -0.222 1.318
H -2.485 1.326 0.549
H -0.932 1.885 1.019
H -1.968 2.845 -0.209
H -1.277 1.574 -1.890
H -1.102 -0.911 0.922
H 1.403 -1.975 -0.485
H 0.739 -2.572 1.084
*
```

Run ii
Entry from the OMol25 dataset: a structure of composition C4H7NOS (ωB97M-V with the def2-TZVPD basis set).

Calculated values
**Lowest unoccupied orbital energy**: 0.472 eV
**HOMO-LUMO gap**: 9.81 eV

Structure (ORCA input):
```
! RIJCOSX wB97M-V def2-TZVPD def2/J DEFGRID3
* xyz 0 1
C -0.482 -0.253 -0.836
C 1.089 0.091 -0.719
C -0.394 0.851 0.310
C -0.434 0.157 1.558
H -1.967 -2.291 -1.230
H -0.792 0.009 -1.839
H 1.844 -0.042 -1.588
H 1.542 -0.550 0.092
H 1.565 1.184 0.668
H -1.155 1.744 0.118
H -1.461 -0.171 1.714
N 0.974 1.289 -0.085
O 0.515 0.045 2.291
S -0.843 -2.063 -0.455
*
```

Run iii
Entry from the OMol25 dataset: a structure of composition C4H7NOS (ωB97M-V with the def2-TZVPD basis set).

Calculated values
**Lowest unoccupied orbital energy**: 0.022 eV
**HOMO-LUMO gap**: 9.27 eV

Structure (ORCA input):
```
! RIJCOSX wB97M-V def2-TZVPD def2/J DEFGRID3
* xyz 0 1
C -1.457 1.025 -0.151
C 0.043 0.900 0.002
C 0.888 -1.313 -0.502
C 1.908 -0.535 0.224
H -2.875 -0.394 1.661
H -1.736 1.489 -1.056
H -1.776 1.759 0.578
H 0.628 -2.368 -0.295
H 0.819 -0.950 -1.498
H 2.312 0.280 -0.384
H 2.462 -0.971 1.076
N 0.536 -0.303 0.470
O 0.771 1.840 -0.093
S -2.524 -0.460 -0.034
*
```

Run iv
Entry from the OMol25 dataset: a cluster of 2 separate species, C4H7NOS in total (ωB97M-V with the def2-TZVPD basis set).

Calculated values
**Lowest unoccupied orbital energy**: 0.613 eV
**HOMO-LUMO gap**: 8.86 eV

Structure (ORCA input):
```
! RIJCOSX wB97M-V def2-TZVPD def2/J DEFGRID3
* xyz 0 1
C 2.656 0.830 -0.481
C 2.252 -0.448 -0.428
C -2.350 -0.167 0.593
C -1.709 -1.334 0.637
N 1.495 1.494 -0.289
O -2.374 0.700 -0.367
S 0.632 0.007 0.076
H 3.612 1.171 -0.845
H 2.549 -1.395 -0.573
H -3.016 0.155 1.437
H 1.447 2.455 0.073
H -2.066 -2.049 1.375
H -1.310 -1.785 -0.181
H -1.817 0.367 -1.028
*
```

Most stable: run i (next structure +196.1 kJ/mol)

Run i
Entry from the OMol25 dataset: the molecule C4H7NOS (ωB97M-V with the def2-TZVPD basis set).

Calculated values
**Lowest unoccupied orbital energy**: -0.028 eV
**HOMO-LUMO gap**: 8.63 eV

Structure (ORCA input):
```
! RIJCOSX wB97M-V def2-TZVPD def2/J DEFGRID3
* xyz 0 1
C 2.882 -0.117 -0.097
C 1.718 0.481 -0.685
C 0.491 -0.309 -0.369
N 0.632 -1.285 0.647
C -0.749 0.444 0.017
O -0.476 1.440 0.769
S -2.288 -0.295 -0.281
H 4.077 0.408 -0.002
H 2.950 -1.163 0.247
H 1.558 1.147 -1.450
H 0.132 -0.697 -1.259
H -0.392 -1.445 1.201
H 1.166 -0.789 1.444
H 0.445 1.741 0.442
*
```

Run ii
Entry from the OMol25 dataset: the molecule C4H7NOS (ωB97M-V with the def2-TZVPD basis set).

Calculated values
**Lowest unoccupied orbital energy**: 0.814 eV
**HOMO-LUMO gap**: 9.16 eV

Structure (ORCA input):
```
! RIJCOSX wB97M-V def2-TZVPD def2/J DEFGRID3
* xyz 0 1
C 0.046 -2.344 0.286
C -0.134 -1.137 -0.226
N 0.702 -0.046 -0.182
S 2.395 -0.371 -0.292
C 0.236 1.280 0.099
C -1.230 1.540 -0.069
O 1.013 2.147 0.385
H -0.693 -3.147 0.125
H 0.867 -2.701 0.889
H -1.151 -1.067 -0.510
H 2.519 1.003 -0.313
H -1.620 0.904 -0.913
H -1.181 2.595 -0.183
H -1.768 1.344 0.904
*
```

Most stable: run ii (next structure +246.1 kJ/mol)

Run i
Entry from the OMol25 dataset: the molecule C6H8ClN (ωB97M-V with the def2-TZVPD basis set).

Calculated values
**Lowest unoccupied orbital energy**: -0.007 eV
**HOMO-LUMO gap**: 8.23 eV

Structure (ORCA input):
```
! RIJCOSX wB97M-V def2-TZVPD def2/J DEFGRID3
* xyz 0 1
Cl -4.420 -0.007 0.012
C -2.655 0.200 0.437
C -1.642 -0.380 -0.687
C -0.335 -0.066 -0.394
C 0.428 1.070 -0.346
C 1.865 0.867 0.202
N 2.029 -0.643 -0.084
C 0.690 -1.165 0.401
H -2.339 0.933 1.181
H -1.976 -1.051 -1.606
H 0.102 2.125 -0.595
H 2.135 0.952 1.228
H 2.666 1.268 -0.325
H 2.237 -0.853 -1.105
H 0.613 -2.241 0.110
H 0.603 -1.010 1.571
*
```

Run ii
Entry from the OMol25 dataset: the molecule C6H8ClN (ωB97M-V with the def2-TZVPD basis set).

Calculated values
**Lowest unoccupied orbital energy (spin up / spin down)**: 0.007 / -0.010 eV
**HOMO-LUMO gap (spin up / spin down)**: 9.13 / 8.05 eV

Structure (ORCA input):
```
! RIJCOSX wB97M-V def2-TZVPD def2/J DEFGRID3
* xyz 0 1
C -0.876 2.210 -0.961
C -0.549 1.057 -1.540
C -0.332 2.492 0.343
C 0.497 0.119 -0.857
C 1.295 -1.471 0.859
C 0.148 -1.061 -0.133
N 0.489 1.784 0.902
Cl 1.898 0.057 -1.817
H -1.792 2.780 -1.274
H -0.723 0.844 -2.512
H -0.819 3.305 0.918
H 1.460 -0.840 1.736
H 2.346 -1.479 0.293
H 1.002 -2.467 1.071
H -0.687 -0.756 0.628
H -0.079 -1.970 -0.652
*
```

Run iii
Entry from the OMol25 dataset: the molecule C6H8ClN (ωB97M-V with the def2-TZVPD basis set).

Calculated values
**Lowest unoccupied orbital energy**: 0.955 eV
**HOMO-LUMO gap**: 9.68 eV

Structure (ORCA input):
```
! RIJCOSX wB97M-V def2-TZVPD def2/J DEFGRID3
* xyz 0 1
C -1.780 -1.575 -0.034
C -0.512 -0.595 -0.130
C 0.728 -0.954 0.037
Cl 1.555 -2.332 0.294
C 1.583 0.359 0.175
N 1.148 1.154 1.257
C 0.772 1.454 -0.158
C -0.618 0.815 -0.491
H -1.946 -1.574 -1.335
H -2.780 -1.048 0.392
H -1.524 -2.571 0.522
H 2.686 0.154 -0.084
H 1.730 1.892 1.469
H 1.190 2.336 -0.632
H -0.976 0.929 -1.405
H -1.254 1.556 0.123
*
```

Most stable: run iii (next structure +61.0 kJ/mol)

Run i
Entry from the OMol25 dataset: the molecule C5H12S (ωB97M-V with the def2-TZVPD basis set).

Calculated values
**Lowest unoccupied orbital energy (spin up / spin down)**: 0.553 / 0.553 eV
**HOMO-LUMO gap (spin up / spin down)**: 8.27 / 8.27 eV

Structure (ORCA input):
```
! RIJCOSX wB97M-V def2-TZVPD def2/J DEFGRID3
* xyz 0 1
C 1.834 -0.751 1.764
S 0.576 -0.362 0.721
C 0.410 -1.967 -0.224
C 0.451 1.289 0.408
C -0.478 1.814 -0.908
C -1.624 0.810 -1.064
H 1.562 -1.714 2.220
H 2.094 -0.010 2.634
H -0.721 -0.570 1.258
H 1.316 -2.349 -0.544
H -0.198 -2.779 0.317
H -0.305 -1.715 -1.116
H 1.432 1.600 0.154
H -0.884 2.805 -0.562
H 0.175 2.075 -1.842
H -1.278 0.096 -1.786
H -1.815 0.371 -0.087
H -2.548 1.356 -1.344
*
```

Run ii
Entry from the OMol25 dataset: a cluster of 2 separate species, C5H12S in total (ωB97M-V with the def2-TZVPD basis set).

Calculated values
**Lowest unoccupied orbital energy**: 0.962 eV
**HOMO-LUMO gap**: 9.95 eV

Structure (ORCA input):
```
! RIJCOSX wB97M-V def2-TZVPD def2/J DEFGRID3
* xyz 0 1
C 3.624 -0.258 0.527
C 2.473 -0.054 -0.123
C 1.752 -1.149 -0.798
H 4.168 0.573 0.953
H 4.066 -1.247 0.551
H 2.353 0.980 -0.423
H 1.472 -2.075 -0.298
H 0.861 -0.815 -1.344
H 2.303 -1.533 -1.670
C -2.727 -0.222 1.392
C -1.390 -0.021 0.693
S -1.464 0.935 -0.855
H -3.550 -0.254 0.679
H -2.932 0.601 2.063
H -2.732 -1.080 2.065
H -0.685 0.378 1.412
H -0.948 -0.965 0.375
H -2.792 0.923 -0.992
*
```

Most stable: run ii (next structure +526.7 kJ/mol)

Run i
Entry from the OMol25 dataset: a cluster of 2 separate species, C5H12S in total (ωB97M-V with the def2-TZVPD basis set).

Calculated values
**Lowest unoccupied orbital energy**: 0.954 eV
**HOMO-LUMO gap**: 9.86 eV

Structure (ORCA input):
```
! RIJCOSX wB97M-V def2-TZVPD def2/J DEFGRID3
* xyz 0 1
C -2.132 0.029 -0.181
C -1.237 0.300 -1.105
C -0.808 1.706 -1.337
H -2.593 -0.922 0.046
H -2.512 0.827 0.439
H -0.802 -0.373 -1.830
H -1.380 2.100 -2.191
H -1.076 2.362 -0.514
H 0.183 1.952 -1.711
C 0.555 -1.256 1.523
C 1.329 -0.446 0.469
S 3.064 -0.085 0.925
H 1.304 -1.601 2.232
H 0.283 -2.210 1.068
H -0.280 -0.763 2.005
H 1.377 -0.973 -0.483
H 1.008 0.533 0.126
H 3.718 -1.182 0.519
*
```

Run ii
Entry from the OMol25 dataset: a cluster of 4 separate species, C5H12S in total (ωB97M-V with the def2-TZVPD basis set).

Calculated values
**Lowest unoccupied orbital energy**: 0.608 eV
**HOMO-LUMO gap**: 9.04 eV

Structure (ORCA input):
```
! RIJCOSX wB97M-V def2-TZVPD def2/J DEFGRID3
* xyz 0 1
C 2.204 0.421 0.122
C -0.704 0.046 -0.141
C -0.878 1.181 -1.082
C -0.817 0.744 1.230
C -1.613 -1.110 -0.034
H 2.196 0.714 1.112
H 3.202 -0.017 0.184
H 2.156 1.400 -0.355
H -0.125 2.083 -0.992
H -1.721 1.633 -0.435
H -0.943 0.609 -2.068
H 0.262 0.183 2.118
H -2.156 0.455 1.730
H -0.768 2.238 0.945
H -1.502 -1.609 1.057
H -2.614 -0.822 0.071
H -1.459 -1.695 -0.811
S 0.895 -0.804 -0.196
*
```

Most stable: run i (next structure +511.5 kJ/mol)

Run i
Entry from the OMol25 dataset: the molecule C2H7N3S (ωB97M-V with the def2-TZVPD basis set).

Calculated values
**Lowest unoccupied orbital energy**: 0.889 eV
**HOMO-LUMO gap**: 8.66 eV

Structure (ORCA input):
```
! RIJCOSX wB97M-V def2-TZVPD def2/J DEFGRID3
* xyz 0 1
C -2.752 -0.117 0.214
S -0.963 -0.380 -0.100
N -0.188 1.166 -0.193
C 1.063 1.104 -0.038
N 2.054 0.193 0.264
N 2.037 -1.171 -0.114
H -3.308 0.279 -0.714
H -3.051 0.584 1.103
H -2.985 -1.321 0.287
H 1.413 2.043 -0.349
H 2.974 0.628 0.910
H 1.524 -1.364 -1.002
H 1.645 -1.998 0.606
*
```

Run ii
Entry from the OMol25 dataset: the molecule C2H7N3S (ωB97M-V with the def2-TZVPD basis set).

Calculated values
**Lowest unoccupied orbital energy**: 0.711 eV
**HOMO-LUMO gap**: 9.44 eV

Structure (ORCA input):
```
! RIJCOSX wB97M-V def2-TZVPD def2/J DEFGRID3
* xyz 0 1
C -0.402 2.132 -0.730
N 0.250 1.014 0.221
N 0.984 0.067 -0.734
C 0.819 -1.126 -0.357
N -0.141 -1.383 0.721
S -0.475 -3.133 1.045
H 0.247 3.149 -1.245
H -1.369 2.559 -0.285
H -1.145 1.579 -1.574
H 1.068 1.191 0.943
H 1.041 -2.177 -0.941
H -0.907 -0.581 0.713
H 0.031 -3.291 2.224
*
```

Most stable: run i (next structure +99.9 kJ/mol)